# 1
DFT (the ωB97M-V functional and the def2-TZVPD basis) results for a single C6H10Si molecule.

Atoms and positions in Å:
C -0.94 -0.12 -0.32
C -1.68 -0.20 -1.53
C 2.08 1.00 2.21
C 2.29 0.49 1.00
C -0.35 -1.23 0.38
C -2.58 0.70 -2.04
Si 1.74 -1.22 0.46
H -0.92 0.84 0.19
H -1.57 -1.14 -2.06
H 2.35 2.01 2.47
H 1.61 0.43 2.99
H 2.79 1.12 0.27
H -0.62 -1.22 1.43
H -0.62 -2.18 -0.06
H -2.76 1.64 -1.54
H -3.12 0.49 -2.94
H 2.30 -1.40 -0.90

As for the LUMO energy (alpha / beta): -0.96 / -0.15 eV. The charge is 0. The calculation puts the energy above the lowest of the compared OMol25 structures with the same formula, charge and spin at 2.028 eV. For the HOMO energy (alpha / beta), the calculation gives -7.08 / -7.67 eV. The value obtained for the orbital gap (alpha / beta) is 6.1 / 7.5 eV.

# 2
DFT (the ωB97M-V functional and the def2-TZVPD basis) results for 2 unconnected molecules or ions with the total composition C6H11BO.

Atoms and positions in Å:
B -0.22 1.09 -0.63
C 3.55 0.35 -0.09
C -0.31 -0.41 -0.15
C -1.70 1.67 -0.43
C -1.85 -0.60 0.03
C -2.41 0.68 0.48
C 3.18 -1.12 0.25
O 4.48 1.02 -0.44
H 0.01 -1.31 -0.80
H 0.31 -0.59 0.73
H -1.83 2.69 -0.06
H -2.27 1.69 -1.32
H -2.20 -0.89 -1.06
H -2.26 -1.45 0.68
H -2.08 0.77 1.49
H -3.50 0.92 0.42
H 4.05 -1.90 0.47
H 2.43 -1.20 1.04
H 2.61 -1.41 -0.61

As for the LUMO energy (alpha / beta): 0.29 / -0.02 eV. The charge is 0. The calculation puts the energy above the lowest of the compared OMol25 structures with the same formula, charge and spin at 5.911 eV. For the HOMO energy (alpha / beta), the calculation gives -7.71 / -7.46 eV. The value obtained for the orbital gap (alpha / beta) is 8.0 / 7.4 eV.

# 3
DFT (the ωB97M-V functional and the def2-TZVPD basis) results for a molecular structure, C6H11CeO4.

Atoms and positions in Å:
H -1.45 0.38 0.00
C -3.36 0.04 3.31
O -3.33 -0.81 2.18
C -3.23 -0.20 0.97
H -3.45 -0.59 4.20
H -2.43 0.63 3.36
H -4.22 0.73 3.25
H -3.91 0.65 0.84
H -3.53 -0.90 0.19
O 0.14 1.86 -0.91
C -0.28 0.64 -0.64
C 0.43 -0.46 -0.99
O 1.58 -0.25 -1.77
C 2.82 -0.76 -1.27
C 3.93 0.02 -1.97
O 3.72 1.40 -1.88
Ce 1.85 2.13 -1.88
H 0.13 -1.49 -0.81
H 2.89 -1.84 -1.46
H 2.85 -0.59 -0.18
H 3.97 -0.31 -3.02
H 4.89 -0.28 -1.50

As for the LUMO energy (alpha / beta): -4.25 / -4.26 eV. As for the multiplicity: 3. The charge is +1. For the HOMO energy (alpha / beta), the calculation gives -10.68 / -12.49 eV. The value obtained for the orbital gap (alpha / beta) is 6.4 / 8.2 eV.

# 4
DFT (the ωB97M-V functional and the def2-TZVPD basis) results for 2 unconnected molecules or ions with the total composition C6H11Cl.

Atoms and positions in Å:
C -0.84 1.44 0.99
C -0.10 0.54 0.34
C 0.47 -0.77 0.43
C -0.20 -2.20 0.26
C 0.68 0.09 -0.83
C 1.99 0.95 -1.04
H -1.33 1.22 1.98
H -1.03 2.46 0.61
H 1.28 -0.79 1.22
H -1.12 -2.19 -0.27
H -0.18 -2.71 1.26
H 0.52 -2.73 -0.31
H 0.24 0.02 -1.82
H 2.58 0.66 -1.90
H 2.66 1.07 -0.20
H 1.65 1.99 -1.29
Cl -3.52 0.15 -0.25
H -3.75 0.78 0.81

As for the LUMO energy: 0.89 eV. The charge is 0. The SMILES is C=C1[C@@H](C)[C@@H]1C.Cl. The calculation puts the energy above the lowest of the compared OMol25 structures with the same formula, charge and spin at 2.311 eV. For the HOMO energy, the calculation gives -9.17 eV. The value obtained for the orbital gap is 10.1 eV.

# 5
DFT (the ωB97M-V functional and the def2-TZVPD basis) results for 2 unconnected molecules or ions with the total composition C6H11Cl3N3.

Atoms and positions in Å:
C -1.49 -1.57 -0.13
C -2.08 -0.23 0.23
C 1.43 0.79 0.90
C 2.48 0.64 -0.19
C -0.54 0.11 -1.39
C -0.09 0.63 -2.79
N -0.44 -1.15 -1.05
N -1.63 0.71 -0.83
N 1.18 1.17 -0.47
Cl -1.35 -0.12 -3.96
Cl -0.30 2.36 -2.91
Cl 1.53 0.22 -3.31
H -0.89 -2.10 0.59
H -2.04 -2.36 -0.55
H -3.10 -0.35 0.26
H -1.89 0.14 1.28
H 0.92 0.02 1.38
H 1.62 1.40 1.70
H 3.42 1.28 -0.29
H 2.68 -0.44 -0.53
H 0.16 -1.67 -1.61
H -1.51 1.67 -0.54
H 1.09 2.16 -0.66

As for the LUMO energy: -3.48 eV. The charge is +1. The calculation puts the energy above the lowest of the compared OMol25 structures with the same formula, charge and spin at 0.192 eV. For the HOMO energy, the calculation gives -13.94 eV. The value obtained for the orbital gap is 10.5 eV.

# 6
DFT (the ωB97M-V functional and the def2-TZVPD basis) results for a gas-phase ion, C6H11ClF2N4O (charge +2).

Atoms and positions in Å:
C -1.21 -0.98 -2.73
C -0.79 -0.37 -1.50
N -0.80 0.89 -1.11
C -0.54 1.27 0.23
C -1.73 0.97 1.12
Cl -0.01 2.96 0.20
N 0.57 0.41 0.64
O 1.42 0.95 1.63
C 2.70 0.99 1.13
F 2.71 1.27 -0.13
F 3.28 -0.19 1.25
C 0.32 -0.97 0.65
N 0.83 -1.81 1.52
N -0.27 -1.32 -0.51
H -1.84 -0.24 -3.28
H -1.77 -1.86 -2.64
H -0.48 -1.23 -3.43
H -1.10 1.54 -1.80
H -2.45 1.70 1.00
H -1.43 0.79 2.18
H -2.32 0.10 0.74
H 3.27 1.74 1.71
H 0.91 -2.76 1.53
H 1.24 -1.55 2.37
H -0.48 -2.33 -0.78

As for the LUMO energy: -9.19 eV. The charge is +2. The SMILES is CC1=[NH+][C@](C)(Cl)N(OC(F)F)C(=[NH2+])N1. The calculation puts the energy above the lowest of the compared OMol25 structures with the same formula, charge and spin at 0.000 eV. For the HOMO energy, the calculation gives -19.01 eV. The value obtained for the orbital gap is 9.8 eV.

# 7
DFT (the ωB97M-V functional and the def2-TZVPD basis) results for a molecular structure, C6H11CrNO10.

Atoms and positions in Å:
Cr 1.31 -9.97 -17.23
C 0.17 -10.08 -13.19
C 0.75 -10.02 -14.54
O 1.02 -8.95 -15.12
O 0.67 -11.07 -15.23
H 0.64 -10.85 -12.58
H -0.88 -10.28 -13.41
H 0.35 -9.14 -12.65
C 1.56 -12.80 -20.80
C 1.30 -11.57 -20.00
O 1.50 -11.54 -18.76
O 0.81 -10.54 -20.52
H 1.92 -12.57 -21.81
H 0.64 -13.39 -20.81
H 2.33 -13.46 -20.39
C 0.46 -6.00 -18.22
C 0.90 -7.27 -18.87
O 1.70 -8.04 -18.24
O 0.58 -7.51 -20.06
H -0.08 -5.31 -18.86
H 1.32 -5.44 -17.85
H -0.22 -6.27 -17.40
N -2.02 -9.96 -18.42
O -2.99 -10.59 -18.07
O -0.93 -10.02 -17.89
O -2.08 -9.37 -19.50
O 3.46 -10.16 -16.82
H 3.98 -10.83 -16.36
H 4.09 -9.72 -17.39

As for the LUMO energy (alpha / beta): 2.37 / -0.69 eV. As for the multiplicity: 6. The charge is -1. For the HOMO energy (alpha / beta), the calculation gives -4.90 / -4.61 eV. The value obtained for the orbital gap (alpha / beta) is 7.3 / 3.9 eV.

# 8
DFT (the ωB97M-V functional and the def2-TZVPD basis) results for a molecular structure, C6H11FN.

Atoms and positions in Å:
C 0.15 -0.59 -0.10
H -0.56 0.99 1.74
F 0.78 -1.16 -1.66
C 0.28 0.88 -0.11
C 1.14 -1.36 0.76
H 1.03 -2.44 0.60
H 2.16 -1.03 0.55
H 0.97 -1.12 1.82
C -1.24 -1.16 -0.33
H -1.92 -0.83 0.48
H -1.67 -0.76 -1.26
H -1.20 -2.26 -0.36
C -0.66 1.70 -0.97
H -0.67 1.38 -2.04
H -1.70 1.63 -0.62
H -0.37 2.76 -0.95
C 1.57 1.40 0.14
N 2.60 1.85 0.46
H -0.70 0.13 1.85

As for the LUMO energy: 3.96 eV. The charge is -1. The calculation puts the energy above the lowest of the compared OMol25 structures with the same formula, charge and spin at 0.397 eV. For the HOMO energy, the calculation gives -2.64 eV. The value obtained for the orbital gap is 6.6 eV.